Entry 1:
ORCA calculation (ωB97M-V with the def2-TZVPD basis set) on 11 unconnected molecules or ions with the total composition C15H54O17P2.

CARTESIAN COORDINATES (ANGSTROEM)
1 C -1.800 5.236 -1.936
2 O -0.650 5.498 -1.204
3 H -1.948 5.870 -2.810
4 H -1.806 4.188 -2.233
5 H -2.678 5.374 -1.305
6 H -0.658 6.388 -0.845
7 C 1.989 3.351 -1.434
8 O 2.839 3.656 -0.349
9 H 1.076 2.795 -1.220
10 H 1.647 4.179 -2.055
11 H 2.596 2.662 -2.022
12 H 2.394 4.128 0.359
13 C 4.071 0.582 0.181
14 O 2.941 0.809 0.980
15 H 4.767 -0.128 0.628
16 H 3.782 0.030 -0.713
17 H 4.584 1.498 -0.112
18 H 2.555 1.617 0.635
19 C -3.830 2.254 -1.412
20 O -3.036 1.655 -2.428
21 H -4.736 1.650 -1.381
22 H -3.307 2.148 -0.461
23 H -3.997 3.305 -1.646
24 H -3.617 1.628 -3.192
25 C -3.800 -0.478 1.629
26 O -4.422 0.528 2.477
27 H -3.550 -1.445 2.066
28 H -4.536 -0.732 0.866
29 H -2.909 -0.022 1.197
30 H -3.775 0.686 3.168
31 C 0.581 3.226 -5.016
32 O -0.624 3.054 -4.333
33 H 1.462 2.840 -4.503
34 H 0.638 2.728 -5.984
35 H 0.789 4.288 -5.141
36 H -0.499 2.284 -3.774
37 C -1.344 -4.021 -2.004
38 O -1.591 -4.532 -3.368
39 H -0.447 -4.540 -1.667
40 H -1.173 -2.945 -1.973
41 H -2.078 -4.343 -1.265
42 H -2.498 -4.248 -3.505
43 C -0.197 0.045 -1.355
44 O -0.571 1.096 -2.256
45 H -0.538 -0.934 -1.695
46 H 0.876 -0.111 -1.247
47 H -0.634 0.163 -0.364
48 H -1.481 1.361 -2.100
49 C -0.275 -2.367 1.937
50 O -1.348 -3.059 1.294
51 H -0.520 -1.308 1.855
52 H -0.268 -2.661 2.987
53 H 0.744 -2.515 1.582
54 H -1.132 -3.984 1.433
55 C 2.817 -3.257 -1.331
56 O 2.908 -4.161 -0.195
57 P 2.172 -5.627 -0.038
58 O 0.817 -5.527 0.531
59 O 2.310 -6.324 -1.506
60 C 3.538 -6.481 -2.274
61 O 3.081 -6.507 0.869
62 C 2.686 -7.832 1.050
63 H 2.242 -3.828 -2.060
64 H 3.825 -3.081 -1.707
65 H 2.296 -2.356 -1.008
66 H 3.812 -7.534 -2.214
67 H 4.358 -5.808 -2.026
68 H 3.240 -6.306 -3.308
69 H 2.177 -7.986 2.001
70 H 3.649 -8.342 1.024
71 H 2.127 -8.338 0.263
72 C -1.342 3.236 1.660
73 O -1.709 3.543 3.039
74 P -1.666 2.359 4.213
75 O -2.900 1.527 4.421
76 O -0.381 1.440 3.840
77 C 0.952 1.939 3.904
78 O -1.129 3.177 5.563
79 C -1.869 4.255 5.998
80 H -2.214 3.603 1.119
81 H -1.281 2.161 1.491
82 H -0.449 3.801 1.393
83 H 1.407 1.902 2.914
84 H 1.531 1.270 4.540
85 H 1.098 2.928 4.338
86 H -2.021 4.146 7.071
87 H -2.836 4.394 5.515
88 H -1.307 5.187 5.944

Its largest force on an atom is 0.090 Eh/bohr. Its calculated total energy is -69805.637 eV. As for the charge: +1. The multiplicity is 2. Its HOMO energy (spin up / spin down) is -11.74 / -11.74 eV. For the lowest unoccupied orbital energy (spin up / spin down), the calculation gives -2.56 / -9.34 eV.

Entry 2:
ORCA calculation (ωB97M-V with the def2-TZVPD basis set) on a single C4H8OS3 molecule.

CARTESIAN COORDINATES (ANGSTROEM)
1 C 1.190 1.593 -0.147
2 C 0.247 0.088 1.880
3 C -1.072 -1.763 0.259
4 C -0.263 0.232 -2.006
5 H 2.157 1.835 0.245
6 H 0.660 2.451 -0.852
7 H 0.477 0.344 2.906
8 H 0.799 -0.788 1.645
9 H -0.075 -2.273 0.674
10 H -1.923 -2.479 0.183
11 H -0.679 1.243 -1.802
12 H -0.331 0.212 -3.166
13 O 0.211 1.307 0.904
14 S -1.422 -0.779 1.805
15 S -1.300 -1.182 -1.400
16 S 1.326 -0.042 -1.128

The calculation puts the energy above the lowest of the compared OMol25 structures with the same formula, charge and spin at 74.9 kcal/mol. As for the SMILES: C1OCSCSCS1. Its largest force on an atom is 0.068 Eh/bohr. Its calculated total energy is -38827.706 eV. As for the charge: 0. Its HOMO energy is -8.61 eV. For the lowest unoccupied orbital energy, the calculation gives 0.65 eV.

Entry 3:
ORCA calculation (ωB97M-V with the def2-TZVPD basis set) on a single C4H6N2O molecule.

CARTESIAN COORDINATES (ANGSTROEM)
1 C -1.505 -1.049 0.331
2 C -0.113 -0.571 0.073
3 N 1.009 -1.549 0.104
4 C 0.772 -1.002 -1.004
5 C 0.991 1.423 -0.370
6 O 1.410 2.498 0.274
7 N 0.162 0.773 0.444
8 H -1.588 -2.119 0.201
9 H -2.195 -0.573 -0.351
10 H -1.847 -0.837 1.340
11 H 1.092 -1.118 -2.037
12 H 1.964 2.983 -0.341
13 H -0.152 1.142 1.336

The calculation puts the energy above the lowest of the compared OMol25 structures with the same formula, charge and spin at 91.4 kcal/mol. Its largest force on an atom is 0.027 Eh/bohr. Its calculated total energy is -9269.540 eV. As for the charge: 0. Its HOMO energy is -8.90 eV. For the lowest unoccupied orbital energy, the calculation gives 0.95 eV.

Entry 4:
ORCA calculation (ωB97M-V with the def2-TZVPD basis set) on 4 unconnected molecules or ions with the total composition C4H12O4.

CARTESIAN COORDINATES (ANGSTROEM)
1 C 2.056 -1.160 1.672
2 C 2.090 -1.812 0.527
3 C 1.032 -1.621 -0.457
4 C 1.188 -0.738 -1.405
5 O 0.185 -0.702 -2.453
6 H 2.827 -1.131 2.421
7 H 1.136 -0.693 1.978
8 H 2.968 -2.435 0.181
9 H 0.049 -1.957 -0.143
10 H 2.000 -0.096 -1.690
11 H 0.913 -0.712 -3.199
12 H -3.157 0.368 -1.230
13 H -1.973 -0.423 -1.807
14 O -2.932 -0.481 -1.637
15 H 0.950 1.215 0.304
16 H 0.183 2.482 0.354
17 O 1.192 2.154 0.353
18 H -4.025 2.036 2.153
19 H -3.389 3.239 2.331
20 O -3.294 2.468 1.747

The calculation puts the energy above the lowest of the compared OMol25 structures with the same formula, charge and spin at 72.8 kcal/mol. Its largest force on an atom is 0.073 Eh/bohr. Its calculated total energy is -12528.812 eV. As for the charge: -1. The multiplicity is 2. Its HOMO energy (spin up / spin down) is 0.91 / -5.35 eV. For the lowest unoccupied orbital energy (spin up / spin down), the calculation gives 3.24 / 3.46 eV.

Entry 5:
ORCA calculation (ωB97M-V with the def2-TZVPD basis set) on a molecular structure, C15H46AsF6O8.

CARTESIAN COORDINATES (ANGSTROEM)
1 As -0.334 -0.644 -1.645
2 F 0.167 0.755 -0.580
3 F 1.332 -0.687 -2.395
4 F -0.738 -2.020 -2.708
5 F -2.027 -0.625 -0.940
6 F -0.901 0.469 -2.983
7 F 0.170 -1.865 -0.382
8 O 0.631 0.730 -5.308
9 H 0.029 0.556 -4.584
10 H 0.123 1.263 -5.920
11 O -4.322 -0.249 -2.229
12 H -4.686 -1.129 -2.323
13 H -3.572 -0.361 -1.644
14 O 0.878 -2.298 -4.782
15 H 1.227 -1.408 -4.732
16 H 0.437 -2.430 -3.943
17 C 0.990 3.614 0.838
18 C 2.097 2.778 1.422
19 C 2.678 3.212 2.791
20 O 1.609 1.498 1.494
21 H 0.092 3.629 1.455
22 H 0.724 3.287 -0.167
23 H 1.182 4.687 0.845
24 H 2.939 2.677 0.737
25 H 3.717 2.920 2.939
26 H 2.034 2.703 3.508
27 H 2.560 4.292 2.875
28 H 1.093 1.276 0.715
29 C 4.032 -1.878 1.792
30 C 4.652 -0.711 1.020
31 C 4.172 -0.416 -0.401
32 O 4.528 0.461 1.765
33 H 4.601 -1.959 2.719
34 H 4.181 -2.771 1.186
35 H 2.977 -1.698 1.999
36 H 5.718 -0.886 0.869
37 H 4.870 0.347 -0.747
38 H 3.153 -0.040 -0.493
39 H 4.303 -1.299 -1.026
40 H 3.644 0.796 1.597
41 C -4.305 2.612 -0.458
42 C -4.081 3.667 -1.535
43 C -5.241 4.694 -1.512
44 O -2.827 4.280 -1.089
45 H -3.523 1.859 -0.553
46 H -5.343 2.287 -0.539
47 H -4.180 2.867 0.595
48 H -4.001 3.135 -2.483
49 H -5.134 5.494 -2.245
50 H -5.292 5.213 -0.555
51 H -6.149 4.173 -1.819
52 H -2.271 3.592 -0.715
53 C 0.330 -5.199 -1.527
54 C 1.462 -5.000 -0.507
55 C 2.616 -4.122 -1.138
56 O 0.901 -4.237 0.564
57 H 0.713 -5.624 -2.455
58 H -0.072 -4.228 -1.815
59 H -0.408 -5.897 -1.134
60 H 1.852 -5.906 -0.043
61 H 3.378 -3.971 -0.373
62 H 2.272 -3.248 -1.690
63 H 3.118 -4.705 -1.910
64 H 0.520 -3.432 0.206
65 C -1.309 -0.907 4.470
66 C -2.407 -0.100 3.846
67 C -2.246 0.237 2.330
68 O -3.626 -0.834 3.932
69 H -0.390 -0.322 4.460
70 H -0.970 -1.786 3.921
71 H -1.568 -1.231 5.478
72 H -2.566 0.806 4.430
73 H -1.294 0.759 2.242
74 H -3.062 0.793 1.866
75 H -2.215 -0.689 1.757
76 H -3.640 -1.606 3.362

The calculation puts the energy above the lowest of the compared OMol25 structures with the same formula, charge and spin at 44.7 kcal/mol. Its largest force on an atom is 0.055 Eh/bohr. Its calculated total energy is -109829.938 eV. As for the charge: -1. Its HOMO energy is -7.25 eV. For the lowest unoccupied orbital energy, the calculation gives 1.77 eV.

Entry 6:
ORCA calculation (ωB97M-V with the def2-TZVPD basis set) on 2 unconnected molecules or ions with the total composition C5H2.

CARTESIAN COORDINATES (ANGSTROEM)
1 C -1.241 -1.493 -3.164
2 C -1.233 -0.789 -2.120
3 C 1.174 0.774 0.004
4 C 0.176 0.193 -0.355
5 C -0.909 -0.468 -0.873
6 H 2.017 1.270 0.392
7 H -1.779 -1.092 0.207

The calculation puts the energy above the lowest of the compared OMol25 structures with the same formula, charge and spin at 37.3 kcal/mol. Its largest force on an atom is 0.106 Eh/bohr. Its calculated total energy is -5208.804 eV. As for the charge: 0. Its HOMO energy is -10.09 eV. For the lowest unoccupied orbital energy, the calculation gives -2.12 eV.